# 1
The following is a DFT calculation (ωB97M-V/def2-TZVPD) of a molecular structure, C34H41BrCrN5S.

Geometry (Å):
Br1 -1.0856 -2.4165 0.0335
Cr1 -0.7528 0.3202 -0.9811
S1 3.2965 1.9494 -1.8187
N1 -0.5238 0.8904 0.9327
N2 -2.9380 0.2308 -0.9214
N3 1.2734 0.4822 -1.2984
N4 -0.9576 -1.2776 -2.4537
N5 -0.3798 1.6315 3.1228
C1 0.1315 0.3454 3.6033
C2 -3.4374 0.4244 1.4760
C3 3.5556 -2.4575 -0.9233
C4 1.6210 1.7026 -1.6352
C5 4.3135 -4.6718 -1.8096
C6 3.5957 -3.9619 -0.6519
C7 -1.1791 -2.3584 -4.5627
C8 -4.9914 2.0697 2.3028
C9 -1.2871 3.1428 1.4435
C10 -0.9818 -1.2312 -3.7957
C11 -1.3512 -3.5791 -3.9294
C12 -3.6629 0.8687 0.1827
C13 2.3826 -0.3741 -1.2133
C14 -0.7016 1.8247 1.8483
C15 0.5659 2.6862 -1.8890
C16 -1.7962 3.0364 -2.0556
C17 3.5849 0.2758 -1.4613
C18 -1.8662 2.5720 4.8908
C19 1.6245 0.1662 3.3570
C20 -1.5579 4.3438 -2.4772
C21 0.8098 3.9916 -2.2948
C22 2.1935 -4.5584 -0.5238
C23 -0.7373 2.1917 -1.7482
C24 -4.5638 1.8923 -0.0605
C25 -1.1251 -2.4584 -1.8717
C26 -5.2210 2.5002 1.0040
C27 -0.2596 4.8250 -2.5877
C28 -0.5436 2.6822 4.1471
C29 2.3712 -1.7443 -0.9433
C30 4.7949 -0.4154 -1.4292
C31 4.7619 -1.7646 -1.1596
C32 -4.1084 1.0214 2.5343
C33 4.3568 -4.2118 0.6582
C34 -1.3236 -3.6423 -2.5411
H1 5.3848 -3.8492 0.6007
H2 2.2720 -5.6370 -0.3782
H3 4.3934 -5.2829 0.8708
H4 4.3119 -5.7500 -1.6388
H5 -5.5129 2.5358 3.1302
H6 1.8270 4.3564 -2.3911
H7 2.1915 0.9468 3.8656
H8 1.6036 -4.3868 -1.4309
H9 -0.0871 0.0629 1.3339
H10 -3.2284 0.6545 -1.7986
H11 -1.9268 3.3485 5.6544
H12 -3.9468 0.6603 3.5436
H13 -0.4512 -0.4633 3.1547
H14 -2.3941 4.9899 -2.7144
H15 -0.0824 5.8417 -2.9137
H16 1.9517 -0.7969 3.7502
H17 -2.7493 -0.3923 1.6567
H18 0.2906 2.5751 4.8394
H19 1.8805 0.2084 2.2955
H20 -5.9259 3.2997 0.8106
H21 -2.7161 2.6895 4.2140
H22 5.3542 -4.3569 -1.9006
H23 -3.2237 -0.7425 -0.9823
H24 1.4324 -2.2407 -0.7523
H25 -1.7028 3.0663 0.4466
H26 -1.1927 -2.2771 -5.6408
H27 -1.4472 -4.5702 -2.0012
H28 -1.9590 1.6053 5.3909
H29 1.6544 -4.1502 0.3374
H30 -0.8232 -0.2578 -4.2440
H31 -1.5062 -4.4826 -4.5054
H32 3.8672 -3.7124 1.4988
H33 -0.4339 3.6565 3.6835
H34 -4.7780 2.2079 -1.0764
H35 -0.5097 3.9106 1.4330
H36 3.8159 -4.4743 -2.7622
H37 -2.0676 3.4572 2.1347
H38 -2.8269 2.7168 -1.9457
H39 5.7356 0.0914 -1.6088
H40 5.7008 -2.3055 -1.1301
H41 -0.0764 0.3026 4.6706

Properties
* net charge: +2
* 2S+1: 4
* LUMO energy (spin up / spin down): -5.58 / -5.71 eV


# 2
The following is a DFT calculation (ωB97M-V/def2-TZVPD) of a molecular structure, C34H41BrF5GeInN5O4S.

Geometry (Å):
In1 -0.5072 0.0106 0.9794
Br1 2.0965 -1.0168 -7.2280
Ge1 -2.0973 2.4484 1.6029
S1 0.8717 -1.0236 2.7929
F1 3.5868 1.3566 -3.7516
F2 0.4062 0.5604 -2.5331
F3 2.2017 0.9223 -1.3669
F4 2.0279 2.8224 -3.4290
F5 1.6902 1.1986 -4.8235
O1 -2.0435 0.7639 2.4137
O2 -1.9854 1.4861 -0.0311
O3 -1.9449 -1.3782 0.2914
O4 -0.1770 2.2008 1.5144
N1 -0.2837 -5.7483 -2.7427
N2 0.6475 -1.5212 -0.3557
N3 0.3868 -5.7358 -3.7871
N4 3.2369 -0.1112 1.9382
N5 2.5714 0.4755 4.1398
C1 -3.4614 2.8258 -1.3792
C2 1.7110 0.6474 -2.5591
C3 2.2641 1.5256 -3.6685
C4 0.2902 -3.6021 -1.5601
C5 2.0964 2.8695 1.2802
C6 0.2597 -2.4614 -5.5990
C7 -3.1125 1.4063 -0.9347
C8 2.5075 -2.8194 -1.0788
C9 -0.6533 -4.5500 -2.0387
C10 4.7038 1.1334 3.3373
C11 -1.5684 -2.3611 -0.4732
C12 0.3821 3.6035 -0.3988
C13 -4.0245 0.8993 3.7785
C14 -0.1840 -2.4836 -0.8370
C15 -4.2978 0.7586 -0.2258
C16 -2.6114 0.3368 3.6711
C17 2.0581 -4.4808 -4.9775
C18 -2.6573 -1.1852 3.6504
C19 2.4685 -3.4183 -5.7633
C20 -2.7048 0.5953 -2.1550
C21 0.3588 4.5221 1.9298
C22 -2.4371 -3.3311 -0.9380
C23 1.6910 -3.7487 -1.6560
C24 -1.7315 0.8483 4.8049
C25 -0.1367 -3.5153 -4.7880
C26 -1.9695 -4.4183 -1.6864
C27 1.5600 -2.4202 -6.0752
C28 3.9415 1.7631 5.6608
C29 0.6542 3.2934 1.0708
C30 2.3651 -0.1074 2.9538
C31 4.3944 0.5117 2.1479
C32 1.9487 -1.7033 -0.4405
C33 3.7341 1.0937 4.3347
C34 0.7655 -4.5224 -4.4682
H1 5.6530 1.6290 3.4876
H2 -4.6111 1.3675 0.6274
H3 -3.7622 3.4438 -0.5310
H4 -0.6229 4.0076 -0.5306
H5 3.8708 2.8470 5.5462
H6 -2.4333 -0.4213 -1.8774
H7 -5.1510 0.6713 -0.9014
H8 -1.6468 -1.5939 3.6514
H9 -0.7135 0.4773 4.6850
H10 -3.1775 -1.5301 2.7556
H11 -1.7109 1.9416 4.8022
H12 2.3343 2.0086 0.6549
H13 3.1766 1.4381 6.3610
H14 -4.0131 -0.2317 0.1290
H15 3.4742 -3.3796 -6.1587
H16 2.5775 -0.9742 0.0489
H17 2.7310 -5.3022 -4.7639
H18 0.5278 4.2921 2.9833
H19 -4.2878 2.8066 -2.0923
H20 4.9295 1.5367 6.0619
H21 -3.1780 -1.5604 4.5327
H22 -4.6383 0.5366 2.9523
H23 1.1005 4.3319 -0.7800
H24 -2.5980 3.2882 -1.8610
H25 -4.0134 1.9910 3.7602
H26 -3.5366 0.5528 -2.8608
H27 5.0954 0.5107 1.3183
H28 -2.6627 -5.1904 -1.9997
H29 2.1094 -4.6194 -2.1414
H30 -0.6692 4.8630 1.8065
H31 -2.1173 0.5170 5.7712
H32 2.7749 3.6867 1.0284
H33 3.5829 -2.9313 -1.0925
H34 -1.1522 -3.5605 -4.4201
H35 -3.4811 -3.2653 -0.6603
H36 2.2600 2.5932 2.3273
H37 1.0210 5.3407 1.6414
H38 -1.8624 1.0725 -2.6553
H39 -0.4435 -1.6857 -5.8694
H40 -4.4828 0.5825 4.7167
H41 0.4574 2.6964 -0.9968

Properties
* net charge: 0
* 2S+1: 2
* LUMO energy (spin up / spin down): -0.29 / -1.08 eV